# 1
This record from the Open Molecules 2025 dataset describes a molecular structure, C17H24B3Cl33O3 at a distorted geometry. The level of theory is the ωB97M-V functional and the def2-TZVPD basis.

Geometry as XYZ:
```
80
Properties=species:S:1:pos:R:3:forces:R:3
Cl -3.810 2.323 3.910 0.1 0.2 0.2
H 0.670 -2.686 0.479 -0.2 -0.2 -0.1
C -4.267 3.590 2.767 0.1 0.0 0.0
C 2.173 -2.257 -6.505 -0.2 0.0 -0.1
H 1.974 6.982 0.050 0.0 0.0 0.0
C 4.427 4.563 5.407 0.0 0.0 -0.1
Cl -1.357 -3.775 -10.516 0.0 0.0 0.0
H -0.291 -2.485 3.245 0.0 -0.2 0.1
H -1.072 -0.121 2.983 -0.1 0.0 0.1
Cl 5.310 5.380 4.116 0.0 0.0 0.0
Cl 5.503 3.524 6.342 0.0 0.0 0.0
B 2.600 1.984 2.232 1.3 1.0 0.1
H -0.991 0.310 1.281 -0.1 0.1 0.2
Cl -2.646 4.451 -0.654 0.0 0.0 0.0
H 4.765 -0.654 2.185 1.2 0.4 -0.5
H 0.828 -1.346 4.007 0.0 0.0 0.0
Cl 3.888 6.509 -1.208 0.0 0.0 0.0
H -4.754 0.225 3.225 0.0 -0.2 -0.1
Cl -3.185 3.619 -3.392 0.0 0.0 0.0
H -4.341 3.157 1.776 0.0 -0.1 0.0
Cl -3.418 -1.677 3.487 0.0 0.0 0.0
Cl 0.862 -1.446 -5.647 0.1 0.0 -0.1
Cl -0.447 3.871 -2.444 -0.1 0.1 -0.3
C 4.017 1.330 2.390 0.3 0.1 -0.7
H 3.965 0.095 0.676 -1.0 -0.6 0.3
C -0.390 0.133 2.174 0.9 0.1 -0.6
Cl -5.338 -4.719 2.074 0.0 -0.2 0.0
Cl -3.510 0.175 1.246 -0.4 0.0 -0.1
Cl -3.006 4.820 2.741 -0.3 0.0 -0.1
H 1.909 -4.939 -3.157 0.0 0.0 0.0
C -4.424 -5.108 0.616 0.0 0.1 0.0
Cl -0.856 6.786 4.206 0.2 0.1 0.0
Cl -1.555 -8.610 -3.484 0.0 0.0 0.0
C -0.005 -1.853 0.681 0.8 0.1 0.3
Cl -0.695 7.010 1.307 0.0 0.0 0.0
Cl 0.980 -8.773 -2.069 0.0 0.0 0.0
H 4.776 1.744 3.050 -0.6 -0.7 1.2
C -4.430 -0.565 2.561 -0.1 -0.2 -0.2
C -0.718 -9.250 -2.068 0.0 0.1 0.0
Cl 2.094 -5.039 -0.825 0.0 0.0 0.0
C 0.650 -1.948 3.117 0.3 0.2 -0.3
Cl 3.255 8.920 0.287 0.0 0.0 0.0
Cl -1.512 -8.723 -0.582 0.0 0.0 0.0
H 0.013 -1.224 -0.208 -0.3 0.0 -0.1
Cl 2.567 -3.814 -5.767 0.0 0.0 0.0
H -0.137 5.181 2.666 0.0 0.0 0.0
H -2.135 -5.842 -9.746 0.0 0.0 0.0
Cl -5.848 -1.401 1.929 0.0 0.2 0.0
Cl -0.314 -5.105 -2.446 0.0 0.0 0.0
B 0.419 1.449 2.403 -0.9 0.6 1.3
B 0.972 2.917 0.829 -0.3 0.7 0.4
C -0.010 6.255 2.751 0.0 0.0 0.0
H -4.434 -6.182 0.487 0.0 0.0 0.0
H 4.025 5.317 6.070 0.0 0.0 0.0
H 3.051 -1.628 -6.451 0.0 0.0 0.0
C 0.550 -1.068 1.868 -0.7 -0.1 0.5
Cl -5.833 4.275 3.190 0.0 0.0 0.0
Cl 1.718 6.592 2.850 0.0 0.0 0.0
H 1.560 -0.738 1.612 0.0 0.2 0.0
Cl 3.081 3.635 4.747 -0.1 0.1 0.2
H -2.070 5.534 -2.645 0.0 0.0 0.0
Cl 0.119 -6.257 -10.212 0.0 0.0 0.0
Cl 1.754 -2.482 -8.201 0.1 0.0 -0.1
Cl -5.173 -4.379 -0.806 0.0 0.0 0.0
Cl -2.744 -4.591 0.768 0.0 0.0 0.0
C -2.088 4.499 -2.330 0.0 0.0 0.0
C 4.282 0.194 1.711 -0.2 0.5 0.3
H 0.606 3.081 -0.286 0.4 0.3 0.1
H -1.008 -2.213 0.898 -0.1 0.0 -0.1
Cl 1.381 -2.763 -2.485 0.1 0.0 0.0
H 1.488 -2.637 3.011 -0.1 -0.3 0.1
C -1.221 -5.282 -9.606 0.1 0.1 0.0
C 2.598 7.558 -0.621 0.0 0.0 0.0
Cl 1.589 8.121 -1.956 0.0 0.0 0.0
Cl -1.031 -4.957 -7.885 0.0 0.0 0.0
C 1.343 -4.517 -2.338 -0.1 0.0 0.1
O 0.005 2.646 1.791 0.3 -0.7 -0.8
O 1.616 1.552 3.115 0.0 -0.6 -1.1
O 2.295 2.900 1.226 -0.4 -0.8 -0.5
H -0.764 -10.329 -2.111 0.0 0.0 0.0
```
Positions in Å, forces in eV/Å.

As for the HOMO-LUMO gap: 9.21 eV. The value obtained for the highest occupied orbital energy is -8.974 eV.

---

# 2
This record from the Open Molecules 2025 dataset describes a single C17H24BrN5O3S molecule. The level of theory is the ωB97M-V functional and the def2-TZVPD basis.

Geometry as XYZ:
```
51
Properties=species:S:1:pos:R:3:forces:R:3
H 5.057 0.932 -2.696 -0.1 -0.1 0.1
C -2.585 1.105 -0.531 0.1 0.2 -0.6
C -5.167 1.159 1.079 0.1 -0.1 -0.1
Br 1.486 3.708 -0.355 0.1 0.1 0.1
C -4.737 0.030 0.139 -0.1 0.0 0.3
H -4.781 -1.496 1.669 -0.1 -0.1 0.1
C 2.089 -0.135 1.031 -0.1 0.2 0.1
H -3.203 -0.731 1.445 0.1 0.0 0.1
H 2.704 -1.706 2.381 0.1 0.0 0.0
H 7.294 0.977 1.417 0.0 0.0 0.0
O -2.150 1.257 0.589 0.0 0.1 0.3
H 0.981 -1.892 0.580 0.0 -0.1 0.0
H -1.670 -2.572 -1.704 0.0 0.0 0.1
N 4.675 -0.568 0.029 -0.1 0.5 -0.8
C 0.168 -0.203 -0.448 0.2 0.1 0.1
C -0.867 -2.264 -1.035 0.0 -0.2 0.0
H -6.682 -0.893 0.038 -0.1 0.0 0.1
C -4.085 -1.105 0.932 0.0 0.2 -0.1
H 5.735 1.215 2.206 0.0 0.0 0.1
H -4.022 0.461 -1.807 0.1 0.0 0.0
N -3.774 0.553 -0.836 -0.4 -0.2 -0.2
H 0.073 -2.713 -1.369 0.0 0.0 0.0
C 2.231 1.221 0.799 -0.1 -0.2 0.1
H -5.637 -1.287 -1.327 0.0 -0.1 -0.1
H -6.399 0.308 -1.221 -0.1 0.1 -0.1
N 5.062 0.551 -1.764 -0.4 -0.6 0.7
C 3.136 -0.882 1.813 -0.1 0.3 -0.3
N 4.152 -1.482 0.929 0.3 -0.5 0.2
O -0.497 1.954 -1.462 0.0 -0.3 0.0
H 3.710 -2.205 0.353 0.2 0.2 0.0
H -5.886 0.789 1.804 -0.1 0.0 0.1
C 5.646 0.368 0.263 0.2 0.0 -0.2
S 3.188 -1.393 -2.063 -0.4 -0.5 -0.6
H 3.654 -0.210 2.502 -0.1 -0.1 0.1
O -0.820 -0.861 -1.126 0.2 0.4 0.0
H 3.029 1.790 1.252 0.1 0.1 0.1
H -1.098 -2.595 -0.017 0.0 0.0 0.0
H -3.789 -1.911 0.264 0.0 -0.1 -0.1
H -1.808 0.762 -2.532 -0.1 0.1 0.1
N 5.885 1.052 -0.811 0.6 0.5 0.4
C 4.288 -0.450 -1.288 0.0 0.1 -0.1
C 1.059 -0.830 0.408 -0.3 0.1 0.0
H -2.277 2.454 -2.191 0.0 -0.1 0.1
H -4.301 1.547 1.607 0.0 0.0 0.1
C 6.311 0.542 1.571 0.0 0.1 0.0
H 6.395 -0.422 2.067 0.0 0.0 0.1
C 1.318 1.855 -0.021 -0.2 0.1 -0.3
H -5.623 1.969 0.514 -0.1 0.1 -0.1
C -1.806 1.556 -1.776 -0.2 0.0 0.0
C -5.938 -0.493 -0.646 0.2 0.1 0.1
C 0.277 1.186 -0.653 0.4 -0.1 0.2
```
Positions in Å, forces in eV/Å.

Its structure (SMILES) is COc1cc(CNn2c(C)n[nH]c2=S)cc(Br)c1OCC(=O)NC(C)(C)C. As for the HOMO-LUMO gap: 8.27 eV. The value obtained for the highest occupied orbital energy is -7.720 eV.

---

# 3
This record from the Open Molecules 2025 dataset describes a single C17H24ClNO3 molecule at a distorted geometry. The level of theory is the ωB97M-V functional and the def2-TZVPD basis.

Geometry as XYZ:
```
46
Properties=species:S:1:pos:R:3:forces:R:3
C 1.316 4.229 2.515 0.5 0.9 -0.7
H 1.088 -3.059 0.185 0.1 0.1 -0.3
H -2.769 -5.105 3.895 -0.3 -0.1 0.2
O 0.520 2.832 -3.715 -1.0 -0.9 0.5
C 0.335 -2.282 0.132 1.2 -0.2 -0.6
O -1.311 -1.269 1.384 0.3 -2.0 0.7
H 2.174 -2.186 -1.715 0.0 0.2 0.0
H 1.647 4.309 3.538 -0.2 -0.2 0.6
O -0.761 -3.462 1.841 0.1 0.5 -0.2
H 1.575 0.808 2.505 -0.2 -0.2 0.1
H 0.924 3.619 -4.112 -0.1 -0.1 0.3
H 3.732 3.630 1.416 0.3 -0.3 -0.3
C 1.490 -1.357 -1.901 -0.7 -0.5 -0.2
H 1.795 5.111 2.043 -0.2 -0.5 -0.1
H 0.242 4.404 2.413 0.0 -0.2 0.3
H 2.447 4.693 -0.145 0.1 0.4 0.2
C 1.788 3.917 -0.478 -0.8 -0.8 0.3
H -2.782 -3.198 2.330 0.4 0.1 0.0
C 0.655 2.855 -2.346 0.7 0.1 -0.6
H 0.056 1.766 2.622 -0.5 -0.3 -0.2
H -1.038 -5.378 3.660 -0.5 0.2 -0.3
C 3.304 2.788 1.960 -0.5 -0.3 0.4
C -1.838 -3.550 2.774 -0.5 -0.7 0.3
C 1.125 1.769 2.744 0.5 0.8 0.3
H -1.675 1.069 -2.177 -0.2 -0.2 0.1
H -1.310 -0.379 -0.342 0.2 -0.2 -0.1
H 3.684 2.861 2.982 -0.3 0.1 0.2
H 1.993 -0.411 -1.843 0.5 0.5 0.0
H -2.186 -5.664 2.308 0.1 0.3 0.3
C 0.584 1.860 -0.150 0.4 0.4 0.2
H 1.284 2.006 3.818 0.2 -0.3 -0.6
C -0.673 0.685 -2.024 1.8 0.1 0.5
N -0.662 -0.452 -1.121 0.2 -0.7 0.5
C 0.381 -1.353 -0.889 -1.5 0.2 -0.2
H 1.095 -1.430 -2.930 0.1 -0.1 0.4
C -0.623 -2.300 1.188 -1.5 2.5 -0.6
Cl 1.904 5.196 -2.938 0.0 -0.4 0.7
H 3.638 1.793 1.615 0.0 0.6 -0.3
H -0.268 0.425 -2.987 -0.1 -0.4 -0.5
H 0.326 1.009 0.472 -0.2 0.2 0.0
C -1.969 -5.021 3.173 0.8 0.2 -0.1
C 1.348 2.895 0.419 0.0 0.0 -1.4
C 0.227 1.804 -1.500 -0.1 1.2 -0.3
H -1.622 -2.937 3.647 0.0 0.1 0.0
C 1.399 3.909 -1.819 0.3 -0.1 0.9
C 1.753 2.890 1.896 0.5 0.5 0.2
```
Positions in Å, forces in eV/Å.

Its structure (SMILES) is CCOC(=O)/C=C(/C)NCc1cc(C(C)(C)C)cc(Cl)c1O. As for the HOMO-LUMO gap: 8.82 eV. The value obtained for the highest occupied orbital energy is -8.182 eV.

---

# 4
This record from the Open Molecules 2025 dataset describes a molecular structure, C17H24CrN5O3 at a distorted geometry. The level of theory is the ωB97M-V functional and the def2-TZVPD basis.

Geometry as XYZ:
```
50
Properties=species:S:1:pos:R:3:forces:R:3
N -1.785 1.047 0.128 -0.8 0.1 -0.1
C -0.794 5.338 -1.804 -0.5 2.3 -1.8
C 0.025 2.907 -0.691 -1.5 0.9 0.0
H -3.413 -0.282 -0.241 -0.9 0.2 -1.0
H 1.855 4.033 -0.300 -0.6 -0.3 -0.3
H 1.086 0.155 -3.643 -0.5 0.8 -0.9
C 2.731 -0.171 1.210 1.3 -0.3 -0.1
N -0.267 -3.605 2.064 0.8 -1.8 -1.1
H -2.617 4.344 -2.432 0.6 0.2 0.3
N 2.326 0.360 -0.073 -0.1 -0.8 -0.8
H 1.557 -4.264 -0.042 0.0 0.0 0.6
H -1.038 6.267 -2.352 0.0 -0.5 0.4
O 1.817 -1.438 3.044 0.4 0.4 -0.6
H -1.699 -0.834 -0.731 -1.0 -0.1 0.4
C -0.014 -4.811 1.399 -1.3 1.5 0.6
H 2.809 1.371 -2.672 -0.2 0.1 0.3
H -3.455 1.700 1.388 0.8 -0.1 -0.6
N 1.241 -0.027 -2.676 -0.3 -0.3 0.2
C 1.612 -0.763 2.027 -0.8 -1.0 0.8
H -2.341 -0.689 0.960 0.5 -1.1 0.8
C 0.686 -4.914 0.110 1.2 -0.2 -0.6
H -2.028 0.989 2.164 0.1 0.7 -0.2
C -1.458 -5.233 2.937 0.4 0.1 -0.5
H 3.066 0.662 1.788 0.5 0.7 0.9
H 1.080 -1.038 -2.696 0.5 0.1 0.7
O 0.394 -0.523 1.624 0.2 0.5 -0.9
H -1.855 1.194 -1.867 0.2 -0.7 -1.3
C -1.653 4.282 -1.892 -1.7 -1.8 1.1
C -1.350 3.120 -1.162 2.7 -1.0 -0.2
H 1.127 6.158 -1.260 -0.9 -1.1 0.3
C 3.145 -0.052 -1.066 -0.1 0.7 1.1
H -2.104 -5.796 3.559 -0.4 -0.5 0.3
C -1.162 -3.924 3.035 -0.3 1.9 1.2
C -2.326 1.658 1.332 -0.7 -0.5 1.2
H 0.228 -2.731 1.886 -0.4 0.0 0.5
C 2.666 0.307 -2.475 -0.2 -0.5 0.3
Cr 0.390 0.933 0.098 -0.2 0.1 0.1
N -0.760 -5.770 1.896 0.5 -0.7 -0.4
H -1.493 -3.188 3.768 0.2 -0.2 -0.3
H -3.217 1.954 -1.069 -0.4 0.1 -0.2
H 1.030 -5.951 -0.001 -0.2 0.3 -0.2
C -2.139 1.815 -1.061 -0.1 1.6 0.2
H 3.240 -0.219 -3.217 0.8 -0.3 -0.1
C -2.371 -0.298 -0.023 1.9 0.4 0.1
H 0.050 -4.641 -0.725 -0.5 -0.2 -0.1
O 4.229 -0.624 -0.843 -0.2 0.1 -1.3
H 3.651 -0.815 1.068 -1.4 0.3 0.5
C 0.432 5.267 -1.209 0.8 1.7 -0.4
C 0.824 4.067 -0.716 1.7 -1.6 1.2
H -1.957 2.670 1.458 0.2 0.0 0.1
```
Positions in Å, forces in eV/Å.

The spin multiplicity is 5. As for the HOMO-LUMO gap (alpha / beta): 7.04 / 7.90 eV. As for the net charge: -1. The value obtained for the highest occupied orbital energy (alpha / beta) is -4.385 / -5.265 eV.

---

Number 3 is which compound?
C17H24ClNO3